# 1
This record from the Open Molecules 2025 dataset describes a 5-piece molecular cluster, C8H20O4 overall in a non-equilibrium geometry. The level of theory is ωB97M-V/def2-TZVPD.

Last column: Mulliken charge in e.
CARTESIAN COORDINATES (ANGSTROEM)
C  -2.1697  0.9234  -1.9258  -1.399
C  -1.5624  1.5951  -0.7386  0.749
C  -1.4066  2.9399  -0.8591  -0.934
C  -0.8468  -0.2463  0.7706  -0.031
C  -1.0938  1.0371  0.5470  -0.261
C  1.7204  -1.8325  3.2377  -1.240
C  1.1105  -1.2268  1.9959  -0.168
C  -0.1265  -0.7426  1.9728  -0.696
H  -2.8698  1.5643  -2.4804  0.464
H  -2.9017  0.1469  -1.6218  0.299
H  -1.4939  0.4047  -2.5929  0.256
H  -0.7015  3.4018  -0.1764  0.310
H  -1.6951  3.3383  -1.8273  0.352
H  -1.2124  -1.0644  0.1397  0.410
H  -0.8438  1.8642  1.1988  0.223
H  1.9034  -2.9136  3.1321  0.296
H  2.6202  -1.2699  3.4898  0.284
H  0.9619  -1.7857  4.0249  0.320
H  1.7181  -1.3305  1.1010  0.570
H  -0.7483  -0.7266  2.8751  0.190
H  0.9507  -0.8449  -1.6862  0.422
H  1.8951  -1.9334  -2.1266  0.272
O  1.0843  -1.8203  -1.5864  -0.655
H  0.9892  1.5356  -1.0489  0.314
H  1.9042  1.2175  -2.2640  0.225
O  1.1067  0.9502  -1.7949  -0.601
H  2.2080  2.2078  2.0570  0.274
H  1.6367  0.8844  1.5743  0.333
O  1.8027  1.8028  1.2671  -0.596
H  -1.8930  -2.9522  -2.7246  0.267
H  -0.5300  -2.5982  -1.9655  0.364
O  -1.5168  -2.5265  -1.9642  -0.613

Results
relative energy (zero: lowest compared OMol25 entry of this formula, charge and spin): 21.26 kcal per mole
Kohn-Sham gap: 8.712 eV
total charge: 0
multiplicity: 1
lowest unoccupied orbital energy: 0.454 eV
SMILES: C=C(C)/C=C/C=C/C.O.O.O.O
electronic energy: -617.70461 Ha

=====

# 2
This record from the Open Molecules 2025 dataset describes C8H21AlPTi as an isolated structure in a non-equilibrium geometry. The level of theory is ωB97M-V/def2-TZVPD.

Last column: Mulliken charge in e.
CARTESIAN COORDINATES (ANGSTROEM)
C  0.9892  -1.9288  0.8335  -0.631
C  1.8709  -2.0160  -0.4147  -0.528
C  2.6987  -0.7517  -0.6673  -0.902
C  1.8811  0.5425  -0.5634  -0.284
Al  0.6270  0.7668  -2.1361  0.294
P  -1.5221  1.1169  -0.9989  0.059
C  -2.4792  -0.4537  -0.7398  -0.565
C  -2.7772  -0.8982  0.6938  -0.724
C  -1.2349  1.7026  0.6261  0.070
C  -0.1953  2.8149  0.8037  -1.344
H  0.0474  -1.4156  0.6112  -0.072
H  1.4924  -1.3669  1.6318  0.197
H  0.7486  -2.9159  1.2301  0.428
H  1.2537  -2.2286  -1.2898  0.286
H  2.5488  -2.8615  -0.2896  0.334
H  3.1570  -0.8199  -1.6575  0.376
H  3.5322  -0.7398  0.0453  0.321
H  2.5305  1.4226  -0.5771  0.523
H  1.3797  0.5472  0.4132  -0.124
H  0.2639  -0.5742  -2.9277  -0.278
H  0.9595  1.9952  -3.0851  -0.278
H  -1.8844  -1.2084  -1.2600  0.335
H  -3.4216  -0.3743  -1.2842  0.490
H  -1.8565  -0.9664  1.3020  -0.077
H  -3.5059  -0.2487  1.1855  0.356
H  -3.1903  -1.9060  0.7139  0.372
H  -2.2028  1.9846  1.1082  0.904
H  -0.9237  0.7462  1.2231  -0.669
H  -0.2429  3.5100  -0.0342  0.364
H  0.8147  2.4165  0.8418  0.404
H  -0.3836  3.4069  1.7047  0.486
Ti  -0.9749  0.7017  2.9576  0.875

Results
Kohn-Sham gap: 4.610 eV
total charge: +1
multiplicity: 1
lowest unoccupied orbital energy: -6.083 eV
electronic energy: -1750.10482 Ha

=====

# 3
This record from the Open Molecules 2025 dataset describes C8H21BBiF4IOP2 as an isolated structure in a non-equilibrium geometry. The level of theory is ωB97M-V/def2-TZVPD.

Last column: Mulliken charge in e.
CARTESIAN COORDINATES (ANGSTROEM)
C  1.3083  -0.0098  -2.9101  -1.241
I  -3.1569  -0.4627  -1.9698  0.013
H  2.3044  0.0210  -2.4519  0.417
H  1.0937  0.8848  -3.5029  0.408
H  1.1957  -0.8927  -3.5482  0.438
Bi  -0.3385  -0.1349  -1.3477  1.094
P  0.0188  2.6227  -0.8483  0.730
C  -1.5988  3.4556  -0.6925  -1.110
C  0.8538  3.0396  0.7132  -1.028
H  0.8525  4.1308  0.8527  0.460
H  0.7293  4.6898  -1.8099  0.433
H  1.8865  2.6659  0.6847  0.420
H  2.0454  3.4726  -1.8223  0.391
H  -2.0912  3.1541  0.2417  0.304
H  0.3340  2.5569  1.5500  0.253
C  0.9784  3.6420  -2.0143  -1.145
H  -1.4162  4.5395  -0.6858  0.431
H  0.7511  3.3984  -3.0591  0.396
H  -2.2430  3.1810  -1.5390  0.385
P  0.2142  -2.7135  -0.4522  0.790
C  -1.4628  -3.3873  -0.1818  -1.101
C  1.0334  -3.9565  -1.4974  -1.159
H  1.8040  -2.2151  1.3233  0.315
H  1.4605  -3.9772  1.1848  0.487
H  0.2726  -2.8588  1.9415  0.343
C  1.0273  -2.9702  1.1567  -1.125
H  2.1154  -3.7600  -1.5190  0.402
H  0.8293  -4.9187  -1.0074  0.461
H  -1.3322  -4.4704  -0.0512  0.424
H  -2.1219  -3.1651  -1.0341  0.349
H  0.6261  -3.9451  -2.5176  0.406
H  -1.8934  -2.9359  0.7221  0.301
C  -2.5862  0.6501  0.9368  0.038
O  -3.3321  0.7512  1.7878  -0.101
F  0.7960  0.0192  1.2767  -0.451
B  -0.0368  -0.0197  2.4908  0.660
F  0.7627  -0.3535  3.5724  -0.271
F  -0.6366  1.2597  2.6583  -0.436
F  -1.0577  -0.9945  2.2740  -0.381

Results
relative energy (zero: lowest compared OMol25 entry of this formula, charge and spin): 0.00 kcal per mole
Kohn-Sham gap (spin up / spin down): 5.791 / 5.792 eV
total charge: +2
multiplicity: 1
lowest unoccupied orbital energy (spin up / spin down): -11.085 / -11.085 eV
electronic energy: -2011.52144 Ha

=====

# 4
This record from the Open Molecules 2025 dataset describes C8H21BCrF2I2O2P as an isolated structure in a non-equilibrium geometry. The level of theory is ωB97M-V/def2-TZVPD.

Last column: Mulliken spin population.
CARTESIAN COORDINATES (ANGSTROEM)
Cr  -0.2452  -0.0878  0.0780  1.168
C  1.6481  0.8589  2.5541  0.002
O  1.4103  -0.0962  1.4998  0.000
C  1.7717  -1.4333  1.8883  -0.003
C  1.3674  -2.3371  0.7505  0.000
O  -0.0224  -2.1022  0.4256  0.001
C  -0.9461  -2.9645  1.1346  0.006
H  2.7023  0.8455  2.8276  0.001
H  1.0425  0.6206  3.4298  -0.001
H  1.3858  1.8441  2.1796  0.000
H  1.2460  -1.6941  2.8112  -0.001
H  2.8477  -1.4989  2.0569  -0.001
H  1.5246  -3.3829  1.0107  0.004
H  1.9454  -2.1049  -0.1429  -0.002
H  -0.6709  -4.0030  0.9601  0.001
H  -1.9345  -2.7835  0.7249  -0.002
H  -0.9465  -2.7534  2.2020  0.000
I  0.3129  2.5783  -0.6761  -0.001
C  1.5030  2.0033  -2.3836  -0.003
I  1.6358  -0.1203  -2.5414  -0.001
H  2.4969  2.4119  -2.2450  0.000
H  1.0263  2.3945  -3.2742  0.000
F  -1.4541  -0.3081  2.6981  -0.009
B  -1.4352  0.4339  1.6019  -0.115
F  -2.1444  1.5522  1.5950  0.000
C  -3.7815  -0.6521  -0.2792  0.008
P  -2.2518  -0.3553  -1.2224  -0.055
C  -2.6978  1.1073  -2.2100  0.001
C  -2.1948  -1.7389  -2.4098  0.006
H  -4.6166  -0.7025  -0.9795  -0.001
H  -3.9637  0.1633  0.4208  -0.001
H  -3.7386  -1.5910  0.2711  0.000
H  -3.6324  0.8878  -2.7278  -0.001
H  -1.9343  1.3417  -2.9510  0.001
H  -2.8478  1.9679  -1.5589  0.000
H  -2.8056  -1.5028  -3.2805  0.000
H  -2.5968  -2.6338  -1.9344  0.000
H  -1.1777  -1.9460  -2.7376  -0.001

Results
relative energy (zero: lowest compared OMol25 entry of this formula, charge and spin): 0.60 kcal per mole
Kohn-Sham gap (spin up / spin down): 8.478 / 8.537 eV
total charge: +2
multiplicity: 2
lowest unoccupied orbital energy (spin up / spin down): -8.180 / -7.715 eV
electronic energy: -2673.14280 Ha

=====

# 5
This record from the Open Molecules 2025 dataset describes C8H21Br2F5Li2MgNO9PS2 as an isolated structure in a non-equilibrium geometry. The level of theory is ωB97M-V/def2-TZVPD.

Last column: Mulliken charge in e.
CARTESIAN COORDINATES (ANGSTROEM)
N  -1.5926  -2.9409  0.0875  -0.396
C  -1.5269  -2.3514  -1.2912  -1.095
P  -0.3101  -3.4387  -2.2922  0.184
C  1.3773  -2.6717  -2.5761  -0.290
C  2.3725  -3.5340  -3.4167  -1.049
C  1.7078  -4.4895  -4.4137  -0.142
F  2.7699  -5.3610  -4.9340  -0.427
H  -0.6510  -3.2981  0.3167  0.217
H  -2.1396  -3.7982  -0.0132  0.299
H  -2.5963  -2.5074  -1.7420  0.483
H  -1.2763  -1.2326  -1.2855  0.527
H  -0.8993  -3.6664  -3.5728  0.078
H  -0.0726  -4.7937  -1.6591  0.145
H  1.2837  -1.6632  -3.0272  0.206
H  1.8802  -2.5298  -1.5404  0.446
H  2.9967  -2.8242  -4.0077  0.313
H  3.0965  -4.1099  -2.8040  0.345
H  0.9753  -5.1829  -3.9455  0.259
H  1.2766  -3.9428  -5.2728  0.306
Br  1.2933  0.1911  -2.1089  -0.569
Li  0.4345  -1.7314  -0.6494  0.774
Br  0.9919  -5.7585  -0.5576  -0.639
Li  1.9881  -7.1371  -5.3967  0.949
C  -1.7691  3.5495  1.0267  -0.465
C  -2.4315  2.3672  1.7075  -0.302
O  -1.7721  1.2177  1.1656  -0.286
S  -0.2421  1.5765  0.8356  1.092
O  0.5697  1.1400  1.9156  -0.601
O  0.0358  1.2084  -0.5275  -0.414
O  -0.3781  3.1918  0.9291  -0.341
H  -2.1543  3.6945  0.0152  0.300
H  -1.8886  4.4710  1.5945  0.380
H  -3.5004  2.3214  1.5156  0.327
H  -2.2568  2.3811  2.7865  0.285
O  -0.5054  4.9449  4.1678  -0.564
H  -0.3586  4.5416  3.3111  0.365
Mg  1.2504  5.6684  3.5294  1.098
C  0.8921  2.9580  -4.4911  -0.543
O  0.4620  1.6331  -4.7637  -0.444
H  1.6054  2.9242  -3.6700  0.176
H  1.3770  3.3861  -5.3737  0.301
H  0.0383  3.5783  -4.2020  0.247
H  -0.1675  1.6793  -5.4903  0.266
F  -3.8110  -2.2639  -0.8475  -0.821
C  -0.0906  3.2760  6.9541  0.586
F  0.6776  4.3709  6.7067  -0.275
F  -1.3434  3.7283  7.1302  -0.248
F  -0.1086  2.5608  5.8085  -0.205
S  0.5348  2.2995  8.3957  1.134
O  0.4763  3.2407  9.4921  -0.659
O  1.8750  1.9271  7.9893  -0.668
O  -0.3956  1.2000  8.4915  -0.646

Results
Kohn-Sham gap: 2.003 eV
total charge: 0
multiplicity: 1
lowest unoccupied orbital energy: -5.104 eV
electronic energy: -8049.21621 Ha

=====

# 6
This record from the Open Molecules 2025 dataset describes C8H21CaClFMgN2O8S2 as an isolated structure in a non-equilibrium geometry. The level of theory is ωB97M-V/def2-TZVPD.

Last column: Mulliken charge in e.
CARTESIAN COORDINATES (ANGSTROEM)
C  -1.9733  2.3259  -3.6546  -0.625
O  -2.6483  1.2256  -2.9040  -0.400
C  -1.5476  0.5733  -2.1198  -0.287
C  -2.1361  -0.6861  -1.2527  -0.492
C  -1.1290  -1.9701  -1.1101  -0.682
C  0.4690  -1.6083  -1.0855  -0.494
N  0.9749  -1.0507  0.2370  0.167
N  0.4365  0.1927  0.5283  -0.360
S  2.7257  -0.8588  0.1075  1.022
O  3.4670  -1.8730  1.0600  -0.561
O  3.2172  0.5692  0.5359  -0.582
F  3.3365  -1.1440  -1.4698  -0.328
H  -2.7033  3.2364  -3.8686  0.194
H  -1.5791  1.9576  -4.7112  0.419
H  -1.0376  2.7565  -3.0582  0.146
H  -1.2036  1.4039  -1.3367  0.239
H  -0.7232  0.3014  -2.9041  0.217
H  -3.1162  -1.0714  -1.7933  0.360
H  -2.4345  -0.2770  -0.1966  0.261
H  -1.3050  -2.7814  -1.9662  0.340
H  -1.4173  -2.5342  -0.1010  0.234
H  1.0453  -2.6429  -1.2352  0.370
H  0.8282  -0.9364  -2.0036  0.299
H  0.7452  0.5023  1.4965  0.274
H  0.7260  0.9300  -0.1537  0.215
Ca  -1.7369  4.8081  -3.8272  1.159
C  0.0121  -0.8480  5.1399  -1.255
S  -0.1042  -1.7378  3.5687  0.869
O  -1.2860  -2.6574  3.6579  -0.699
C  1.3837  -2.7391  3.8097  -0.967
H  -0.8489  -0.1811  5.2248  0.373
H  0.0052  -1.5560  5.9723  0.387
H  0.9303  -0.2563  5.1577  0.449
H  1.2925  -3.3309  4.7233  0.444
H  2.2575  -2.0867  3.8705  0.313
H  1.4928  -3.4097  2.9540  0.296
O  -5.2126  6.3855  -3.6936  -0.364
H  -5.3059  7.3198  -3.9332  0.282
H  -5.8720  6.2560  -2.9954  0.236
Cl  0.1498  0.8820  2.9935  -0.584
C  6.3851  -1.9507  0.6539  0.872
O  6.4735  -1.3149  1.6929  -0.338
O  6.2783  -1.4590  -0.4755  -0.274
O  6.3888  -3.1843  0.5709  -0.278
Mg  -5.7007  4.5201  -2.1052  0.131

Results
Kohn-Sham gap: 1.547 eV
total charge: +1
multiplicity: 1
lowest unoccupied orbital energy: -6.925 eV
electronic energy: -3262.07626 Ha

=====

The highest multiplicity belongs to which entry?
C8H21BCrF2I2O2P

=====

Among the records above, which one has the lowest electronic energy?
C8H21Br2F5Li2MgNO9PS2

=====

Please write out number 4 again, unchanged.
This record from the Open Molecules 2025 dataset describes C8H21BCrF2I2O2P as an isolated structure in a non-equilibrium geometry. The level of theory is ωB97M-V/def2-TZVPD.

Last column: Mulliken spin population.
CARTESIAN COORDINATES (ANGSTROEM)
Cr  -0.2452  -0.0878  0.0780  1.168
C  1.6481  0.8589  2.5541  0.002
O  1.4103  -0.0962  1.4998  0.000
C  1.7717  -1.4333  1.8883  -0.003
C  1.3674  -2.3371  0.7505  0.000
O  -0.0224  -2.1022  0.4256  0.001
C  -0.9461  -2.9645  1.1346  0.006
H  2.7023  0.8455  2.8276  0.001
H  1.0425  0.6206  3.4298  -0.001
H  1.3858  1.8441  2.1796  0.000
H  1.2460  -1.6941  2.8112  -0.001
H  2.8477  -1.4989  2.0569  -0.001
H  1.5246  -3.3829  1.0107  0.004
H  1.9454  -2.1049  -0.1429  -0.002
H  -0.6709  -4.0030  0.9601  0.001
H  -1.9345  -2.7835  0.7249  -0.002
H  -0.9465  -2.7534  2.2020  0.000
I  0.3129  2.5783  -0.6761  -0.001
C  1.5030  2.0033  -2.3836  -0.003
I  1.6358  -0.1203  -2.5414  -0.001
H  2.4969  2.4119  -2.2450  0.000
H  1.0263  2.3945  -3.2742  0.000
F  -1.4541  -0.3081  2.6981  -0.009
B  -1.4352  0.4339  1.6019  -0.115
F  -2.1444  1.5522  1.5950  0.000
C  -3.7815  -0.6521  -0.2792  0.008
P  -2.2518  -0.3553  -1.2224  -0.055
C  -2.6978  1.1073  -2.2100  0.001
C  -2.1948  -1.7389  -2.4098  0.006
H  -4.6166  -0.7025  -0.9795  -0.001
H  -3.9637  0.1633  0.4208  -0.001
H  -3.7386  -1.5910  0.2711  0.000
H  -3.6324  0.8878  -2.7278  -0.001
H  -1.9343  1.3417  -2.9510  0.001
H  -2.8478  1.9679  -1.5589  0.000
H  -2.8056  -1.5028  -3.2805  0.000
H  -2.5968  -2.6338  -1.9344  0.000
H  -1.1777  -1.9460  -2.7376  -0.001

Results
relative energy (zero: lowest compared OMol25 entry of this formula, charge and spin): 0.60 kcal per mole
Kohn-Sham gap (spin up / spin down): 8.478 / 8.537 eV
total charge: +2
multiplicity: 2
lowest unoccupied orbital energy (spin up / spin down): -8.180 / -7.715 eV
electronic energy: -2673.14280 Ha